(1)
Below is a 2-piece molecular cluster, C2HF4IO overall, with properties calculated with wB97M-V/def2-TZVPD.

The geometry in ORCA input format:
```
! wB97M-V def2-TZVPD RIJCOSX def2/J DEFGRID3
* xyz 0 1
C -1.770 -0.568 0.261
C 0.774 0.879 -0.663
O -2.385 -0.775 -0.689
F -0.844 -1.405 0.741
F -1.927 0.339 1.174
F 1.167 1.163 -1.932
F 0.742 2.102 -0.096
I 2.685 -0.331 0.228
H 1.559 -1.404 0.976
*
```

Calculated total energy = -849.0971 a.u.
Lowest unoccupied orbital energy = -0.49 eV
ΔE to the lowest compared entry with this formula, charge and spin = 2.850 eV
Orbital gap = 8.6 eV
HOMO energy = -9.1 eV


(2)
Below is one molecule with the formula C2HF5, with properties calculated with wB97M-V/def2-TZVPD.

The geometry in ORCA input format:
```
! wB97M-V def2-TZVPD RIJCOSX def2/J DEFGRID3
* xyz 0 1
F -1.494 1.084 0.097
C -0.851 0.015 -0.454
F -1.381 -1.159 0.022
C 0.629 0.008 0.002
F 0.708 -0.034 1.334
F 1.235 -1.073 -0.500
F 1.185 1.163 -0.481
H -0.934 0.039 -1.534
*
```

Calculated total energy = -576.1512 a.u.
Lowest unoccupied orbital energy = 0.92 eV
ΔE to the lowest compared entry with this formula, charge and spin = 0.090 eV
Orbital gap = 13.9 eV
SMILES = FC(F)C(F)(F)F
HOMO energy = -13.0 eV


(3)
Below is one molecule with the formula C2HF5O2S, with properties calculated with wB97M-V/def2-TZVPD.

The geometry in ORCA input format:
```
! wB97M-V def2-TZVPD RIJCOSX def2/J DEFGRID3
* xyz 0 1
O -1.533 1.747 1.179
S -1.253 0.646 0.257
O -2.083 -0.566 0.528
F -1.498 1.119 -1.273
C 0.536 0.331 0.345
F 1.177 1.445 0.018
C 0.841 -0.944 -0.470
F 2.215 -0.904 -0.530
F 0.327 -1.009 -1.699
F 0.569 -2.050 0.284
H 0.702 0.186 1.361
*
```

Calculated total energy = -1124.7683 a.u.
Lowest unoccupied orbital energy = 0.18 eV
ΔE to the lowest compared entry with this formula, charge and spin = 0.000 eV
Orbital gap = 12.4 eV
SMILES = O=S(=O)(F)[C@H](F)C(F)(F)F
HOMO energy = -12.2 eV